Below is a gas-phase ion, C6H11N3 (charge +2) in a non-equilibrium geometry, with properties calculated with ωB97M-V/def2-TZVPD.

Values from the calculation:
HOMO	-0.6974	Eh
energy above the lowest of the compared OMol25 structures with the same formula, charge and spin	81.4	kcal per mole
electronic energy	-10849.422	eV
net charge	+2
structure (SMILES)	C=[N+](C)C1=NCC[N+]1=C
LUMO level	-9.944	eV
gap between HOMO and LUMO	9.033	eV

Each line ends with the Mulliken charge.
Geometry (Å):
C 2.15 -0.90 0.84  -0.048
N 1.54 -0.09 0.10  0.150
C 2.22 1.00 -0.63  -0.855
C 0.11 0.20 0.18  0.258
N -0.44 1.39 0.30  -0.324
C -1.84 1.32 0.39  -0.552
C -2.18 -0.17 0.24  -0.662
N -0.88 -0.76 -0.04  0.145
C -0.83 -1.89 -0.71  -0.075
H 3.20 -0.79 1.02  0.302
H 1.65 -1.58 1.52  0.323
H 3.33 1.23 -0.46  0.343
H 1.64 1.92 -0.41  0.394
H 2.24 0.87 -1.76  0.335
H -2.27 1.92 -0.55  0.341
H -2.28 1.96 1.11  0.420
H -2.58 -0.69 1.12  0.404
H -3.00 -0.36 -0.46  0.464
H -1.92 -2.24 -0.87  0.332
H 0.12 -2.33 -0.94  0.303

Below is 2 unconnected molecules or ions with the total composition C2H2ClF2I in a non-equilibrium geometry, with properties calculated with ωB97M-V/def2-TZVPD.

Values from the calculation:
HOMO	-0.3605	Eh
energy above the lowest of the compared OMol25 structures with the same formula, charge and spin	79.0	kcal per mole
electronic energy	-28160.759	eV
LUMO level	-1.169	eV
gap between HOMO and LUMO	8.640	eV

Each line ends with the Mulliken charge.
Geometry (Å):
C -1.01 -0.93 -0.20  -0.087
C 0.99 1.80 0.08  -0.088
F -0.66 -0.86 1.12  -0.197
F 1.67 2.97 0.09  -0.057
Cl -0.39 -2.35 -0.98  -0.132
I 2.34 0.34 0.80  0.108
H -2.09 -1.12 -0.20  0.224
H -0.84 0.15 -0.71  0.229

Below is a molecular structure, C33H65AsF18O21SV in a non-equilibrium geometry, with properties calculated with ωB97M-V/def2-TZVPD.

Values from the calculation:
HOMO	-0.2355	Eh
electronic energy	-224541.067	eV
net charge	-1
LUMO level	-2.006	eV
gap between HOMO and LUMO	4.401	eV

Each line ends with the Mulliken charge.
Geometry (Å):
O -1.47 -1.87 4.40  -0.524
V -2.73 -0.95 4.45  1.965
O -3.84 -1.72 3.67  -0.550
C -7.65 2.23 6.89  0.510
F -8.51 3.24 7.06  -0.227
F -7.20 1.88 8.10  -0.229
F -8.43 1.17 6.50  -0.252
S -6.26 2.76 5.65  1.148
O -7.00 2.95 4.38  -0.625
O -5.57 3.97 6.14  -0.671
O -5.37 1.62 5.62  -0.664
As -0.55 1.58 0.81  2.104
F -1.93 1.37 2.06  -0.549
F -0.90 -0.15 0.27  -0.537
F 0.71 1.80 -0.50  -0.550
F -0.30 3.23 1.45  -0.484
F 0.69 0.99 1.96  -0.495
F -1.69 2.31 -0.31  -0.460
C 6.34 -1.93 2.42  -0.588
O 7.45 -2.14 3.41  -0.360
C 8.67 -2.58 2.96  -0.566
C 8.84 -4.02 2.46  -0.530
O 7.96 -4.50 1.48  -0.195
C 8.25 -5.80 1.07  -0.822
H 6.54 -1.26 1.59  0.268
H 5.49 -1.55 3.00  0.248
H 6.03 -2.84 1.91  0.245
H 9.33 -2.44 3.82  0.308
H 9.10 -1.86 2.26  0.304
H 8.95 -4.74 3.28  0.400
H 9.86 -4.15 2.10  0.388
H 7.70 -6.13 0.20  0.247
H 8.22 -6.39 1.99  0.333
H 9.26 -5.99 0.69  0.319
C 10.15 -0.31 -4.27  -0.692
O 9.85 -1.45 -3.52  -0.421
C 9.05 -1.35 -2.37  -0.458
C 7.62 -1.12 -2.63  -0.358
O 7.28 0.30 -2.32  -0.387
C 5.95 0.64 -2.54  -0.723
H 10.91 0.24 -3.74  0.284
H 9.34 0.41 -4.42  0.273
H 10.66 -0.59 -5.20  0.262
H 9.47 -0.63 -1.66  0.359
H 9.28 -2.31 -1.91  0.196
H 6.98 -1.82 -2.10  0.407
H 7.22 -1.18 -3.64  0.393
H 5.83 0.86 -3.60  0.294
H 5.67 1.55 -2.01  0.277
H 5.32 -0.22 -2.30  0.297
C -6.68 8.11 3.45  -0.738
O -6.63 6.83 2.70  -0.255
C -5.65 6.91 1.69  -0.439
C -5.31 5.60 1.07  -0.472
O -6.48 4.74 0.68  -0.307
C -6.29 3.85 -0.43  -0.734
H -5.78 8.73 3.38  0.327
H -6.85 7.78 4.47  0.234
H -7.46 8.77 3.08  0.259
H -4.71 7.33 2.06  0.334
H -6.03 7.56 0.90  0.289
H -4.66 5.05 1.76  0.301
H -4.62 5.76 0.24  0.341
H -5.70 4.34 -1.20  0.298
H -7.17 3.41 -0.88  0.269
H -5.72 2.96 -0.14  0.299
C -4.07 -1.83 7.98  -0.781
O -3.01 -1.02 7.63  -0.117
C -2.55 -0.21 8.71  -0.582
C -1.19 0.38 8.30  -0.645
O -1.33 1.00 6.97  -0.184
C -0.56 2.15 6.77  -0.855
H -4.40 -2.40 7.10  0.234
H -4.90 -1.17 8.23  0.323
H -3.84 -2.51 8.80  0.285
H -2.36 -0.75 9.64  0.374
H -3.26 0.52 9.11  0.381
H -0.46 -0.43 8.25  0.287
H -0.76 1.00 9.09  0.425
H -0.98 2.53 5.84  0.260
H 0.45 1.75 6.70  0.347
H -0.83 2.96 7.45  0.331
C 1.75 -4.92 -0.13  -0.735
O 0.87 -5.75 -0.84  -0.343
C -0.33 -5.12 -1.37  -0.123
C -0.93 -6.15 -2.26  -0.589
O -1.72 -5.68 -3.31  -0.340
C -0.96 -5.66 -4.55  -0.810
H 2.51 -5.50 0.40  0.294
H 1.22 -4.55 0.75  0.289
H 2.23 -4.12 -0.70  0.283
H -0.03 -4.43 -2.15  0.164
H -0.98 -4.65 -0.62  0.326
H -1.60 -6.77 -1.67  0.301
H -0.18 -6.88 -2.55  0.342
H 0.00 -5.14 -4.51  0.331
H -1.56 -5.20 -5.34  0.272
H -0.63 -6.65 -4.84  0.341
C 1.18 -0.39 -5.24  -1.221
C 1.66 -0.20 -6.71  -0.081
O 1.86 -1.41 -7.44  -0.288
C 2.97 -2.15 -7.41  0.350
O 4.05 -1.89 -6.82  -0.551
C 2.72 -3.37 -8.35  0.898
F 3.97 -3.82 -8.64  -0.232
F 2.03 -4.38 -7.80  -0.227
F 2.08 -3.02 -9.55  -0.243
H 1.92 -0.60 -4.46  0.317
H 0.51 -1.22 -5.02  0.332
H 0.64 0.45 -4.81  0.398
H 2.56 0.41 -6.70  0.287
H 0.84 0.29 -7.24  0.259
C -0.20 6.25 -3.03  -1.059
C 0.82 5.22 -3.60  -0.181
O 1.52 5.53 -4.79  -0.300
C 0.92 5.28 -6.00  0.343
O -0.22 4.98 -6.23  -0.484
C 1.87 5.30 -7.22  0.825
F 3.12 5.04 -6.78  -0.248
F 1.63 4.36 -8.19  -0.254
F 1.74 6.45 -7.76  -0.228
H -0.69 5.69 -2.23  0.345
H -0.91 6.52 -3.82  0.348
H 0.40 7.06 -2.61  0.274
H 0.27 4.31 -3.82  0.281
H 1.50 5.08 -2.76  0.337
C -5.66 -2.99 -1.59  -1.011
C -6.22 -1.63 -1.27  -0.281
O -6.95 -1.71 0.01  -0.218
C -8.32 -1.68 -0.06  0.373
O -8.92 -1.34 -1.05  -0.536
C -8.97 -1.95 1.32  0.796
F -9.96 -2.89 1.25  -0.247
F -8.02 -2.35 2.24  -0.225
F -9.47 -0.80 1.78  -0.212
H -6.48 -3.70 -1.70  0.308
H -4.87 -3.39 -0.95  0.284
H -5.21 -2.82 -2.57  0.351
H -6.75 -1.21 -2.12  0.334
H -5.40 -0.97 -0.97  0.286

Below is a molecular structure, C5H6O2, with properties calculated with ωB97M-V/def2-TZVPD.

Values from the calculation:
HOMO	-0.3115	Eh
energy above the lowest of the compared OMol25 structures with the same formula, charge and spin	148.6	kcal per mole
electronic energy	-9370.650	eV
LUMO level	0.445	eV
gap between HOMO and LUMO	8.922	eV

Each line ends with the Mulliken charge.
Geometry (Å):
C -0.84 0.32 1.04  -0.740
C -0.56 -0.82 0.04  -0.058
O -1.12 -0.13 -1.09  -0.316
C -0.40 1.06 -0.82  -0.384
C 1.05 0.54 -0.80  -0.112
O 1.66 0.21 0.44  -0.453
C 0.94 -0.81 -0.27  -0.254
H -1.91 0.44 1.20  0.405
H -0.25 0.39 1.95  0.341
H -1.02 -1.80 0.21  0.476
H -0.77 1.45 0.30  0.232
H 1.71 0.84 -1.61  0.441
H 1.50 -1.68 -0.58  0.423

Below is a single C17H13NO10S2 molecule in a non-equilibrium geometry, with properties calculated with ωB97M-V/def2-TZVPD.

Values from the calculation:
HOMO	-0.3684	Eh
energy above the lowest of the compared OMol25 structures with the same formula, charge and spin	16.1	kcal per mole
electronic energy	-61470.782	eV
structure (SMILES)	O=C1C2=C(C(=O)c3ccccc31)[C@@](O)(S(=O)(=O)O)[C@@](O)(S(=O)(=O)O)[C@@H]1N=CC=C[C@H]21
LUMO level	-1.769	eV
gap between HOMO and LUMO	8.255	eV

Each line ends with the Mulliken charge.
Geometry (Å):
O -1.31 2.24 -1.73  -0.700
C -1.02 1.04 -1.57  0.526
C -0.56 0.56 -0.22  0.119
C -0.06 -0.72 -0.07  -0.057
C -0.08 -1.67 -1.23  -0.272
O 0.30 -2.82 -1.13  -0.581
C -0.48 -1.19 -2.62  0.378
C -0.44 -2.05 -3.77  -0.356
C -0.87 -1.59 -5.04  -0.634
C -1.34 -0.29 -5.14  -0.413
C -1.36 0.57 -4.05  -0.601
C -0.97 0.12 -2.75  0.214
C 0.64 -1.16 1.27  0.658
O -0.50 -1.77 1.89  -0.672
S 2.22 -2.25 1.12  1.203
O 2.08 -3.69 0.94  -0.652
O 3.14 -1.69 0.11  -0.634
O 3.05 -2.10 2.56  -0.451
C 1.03 0.11 2.12  0.186
O 1.17 -0.28 3.52  -0.608
S 2.48 1.03 1.42  1.395
O 2.42 2.47 1.76  -0.659
O 3.75 0.44 1.88  -0.740
O 2.44 0.92 -0.22  -0.409
C -0.17 1.07 2.23  -0.236
N -1.26 0.47 3.07  -0.684
C -2.43 1.07 3.10  -0.344
C -2.68 2.20 2.20  -0.659
C -1.86 2.42 1.13  -0.826
C -0.60 1.64 0.87  0.366
H -0.12 -3.08 -3.66  0.461
H -0.85 -2.28 -5.88  0.407
H -1.71 0.11 -6.08  0.394
H -1.72 1.60 -4.24  0.380
H -1.02 -1.03 2.36  0.582
H 3.72 -1.47 2.26  0.417
H 0.29 -0.33 3.97  0.472
H 3.22 0.38 -0.42  0.398
H 0.18 1.93 2.84  0.667
H -3.14 0.68 3.81  0.497
H -3.63 2.75 2.33  0.374
H -2.11 3.26 0.49  0.528
H 0.14 2.38 0.57  0.566

Below is a single C8H12 molecule in a non-equilibrium geometry, with properties calculated with ωB97M-V/def2-TZVPD.

Values from the calculation:
HOMO	-0.3177	Eh
energy above the lowest of the compared OMol25 structures with the same formula, charge and spin	76.4	kcal per mole
electronic energy	-8486.271	eV
structure (SMILES)	C=C1CC[C@@H]2[C@@H](C)[C@@H]12
LUMO level	1.132	eV
gap between HOMO and LUMO	9.778	eV

Each line ends with the Mulliken charge.
Geometry (Å):
C -1.69 1.97 -0.07  -1.159
C -1.16 0.76 0.23  0.320
C -1.93 -0.64 -0.11  -0.552
C -0.86 -1.70 0.03  -0.829
C 0.44 -0.82 -0.27  -0.316
C 1.56 -0.06 0.45  0.353
C 2.70 0.51 -0.30  -1.422
C 0.14 0.27 0.65  0.096
H -2.63 1.94 -0.47  0.315
H -1.28 2.97 0.04  0.321
H -2.18 -0.67 -1.17  0.300
H -2.79 -0.78 0.54  0.360
H -0.71 -2.20 1.01  0.281
H -0.92 -2.48 -0.77  0.300
H 0.35 -0.56 -1.30  0.178
H 1.96 -0.55 1.33  0.370
H 3.53 -0.21 -0.55  0.327
H 3.07 1.38 0.29  0.319
H 2.37 1.01 -1.23  0.325
H 0.03 -0.13 1.67  0.110

Below is a molecular structure, C14H22NO8PS2Zr, with properties calculated with ωB97M-V/def2-TZVPD.

Values from the calculation:
HOMO (alpha / beta)	-0.1190 / -0.1886	Eh
energy above the lowest of the compared OMol25 structures with the same formula, charge and spin	8.2	kcal per mole
electronic energy	-64993.332	eV
net charge	-1
multiplicity	2
LUMO level (alpha / beta)	2.332 / 2.172	eV
gap between HOMO and LUMO (alpha / beta)	5.570 / 7.306	eV

Each line ends with the Mulliken charge.
Geometry (Å):
Zr 0.07 -0.34 -0.27  0.906
C -2.50 -5.37 2.28  -0.899
C -3.00 -4.15 1.54  -0.389
O -2.49 -2.92 2.09  -0.448
P -0.96 -2.48 1.93  1.431
S -0.86 -0.52 2.21  -0.541
S -0.26 -3.00 0.13  -0.583
O -0.30 -3.29 3.13  -0.332
C 1.13 -3.29 3.39  -0.015
C 1.55 -2.19 4.33  -0.979
H -3.02 -6.26 1.91  0.408
H -2.69 -5.28 3.35  0.251
H -1.43 -5.51 2.13  0.233
H -4.08 -4.05 1.63  0.314
H -2.74 -4.19 0.48  0.313
H 1.66 -3.22 2.44  -0.027
H 1.32 -4.27 3.82  0.295
H 1.36 -1.21 3.89  0.188
H 2.63 -2.24 4.51  0.385
H 1.02 -2.27 5.28  0.339
O 5.12 1.28 3.59  -0.733
C 4.78 0.10 3.42  0.359
O 4.99 -0.92 4.12  -0.723
C 3.95 -0.18 2.15  0.348
C 3.75 -1.52 1.75  -0.345
C 2.87 -1.80 0.74  -0.601
N 2.19 -0.84 0.08  -0.364
C 2.51 0.47 0.34  1.168
C 3.36 0.82 1.41  -0.717
C 1.93 1.45 -0.60  -0.122
O 1.98 2.68 -0.45  -0.754
O 1.17 0.87 -1.53  -0.630
H 4.26 -2.29 2.30  0.472
H 2.64 -2.82 0.44  0.666
H 3.56 1.85 1.65  0.581
C -1.74 -1.03 -2.76  -0.812
O -1.44 -0.46 -1.53  -0.517
H -1.31 -0.44 -3.58  0.293
H -2.82 -1.09 -2.91  0.246
H -1.33 -2.05 -2.84  0.247
C -1.83 3.90 -0.22  -1.305
C -1.60 2.45 -0.61  -0.135
O -0.62 1.85 0.26  -0.273
H -2.58 4.35 -0.88  0.383
H -0.90 4.47 -0.33  0.368
H -2.17 3.97 0.81  0.295
H -1.25 2.36 -1.64  0.250
H -2.50 1.86 -0.50  0.348
H 0.19 2.41 0.19  0.165

Below is a molecular structure, C3H3ClN2O in a non-equilibrium geometry, with properties calculated with ωB97M-V/def2-TZVPD.

Values from the calculation:
HOMO	-0.3774	Eh
energy above the lowest of the compared OMol25 structures with the same formula, charge and spin	57.0	kcal per mole
electronic energy	-20707.066	eV
LUMO level	0.719	eV
gap between HOMO and LUMO	10.988	eV

Each line ends with the Mulliken charge.
Geometry (Å):
C -1.39 0.14 0.83  -0.884
C -0.17 -0.21 0.06  0.621
C 1.35 0.02 -1.14  0.482
H -1.18 0.88 1.68  0.264
H -1.64 -0.84 1.37  0.252
H -2.24 0.67 0.17  0.270
N 0.86 -0.46 0.78  -0.324
N 0.08 0.02 -1.30  -0.457
O 1.85 -0.15 0.04  -0.076
Cl 2.49 -0.08 -2.49  -0.149

Q: Among the records above, which one has the highest electronic energy?
A: C8H12

Q: The lowest electronic energy belongs to which entry?
A: C33H65AsF18O21SV